Record 1
19
Properties=species:S:1:pos:R:3:forces:R:3 method="wB97M-V/def2-TZVPD" total_charge=0 spin_multiplicity=1 lumo_ev=-0.4 energy_ha=-1031.08063 gap_ev=7.604 smiles=CCSSCC.O de_lowest_ev=3.733
C -1.501 -2.634 -2.659 -0.4003 -3.4265 -0.1876
C -1.010 -1.542 -1.787 0.3796 1.3648 1.7555
S -2.508 -0.978 -0.862 1.1966 1.4683 0.0998
S -1.555 -0.107 0.819 -0.1270 -3.2876 2.3685
C -0.780 1.350 1.709 -1.9921 2.7299 -1.2631
C 0.568 0.936 2.332 1.5160 2.1873 -2.0358
H -1.588 -3.567 -2.072 0.2797 0.2931 0.3650
H -2.680 -2.622 -2.912 2.9983 0.7439 -0.5946
H -0.639 -2.994 -3.358 -2.2050 1.0786 0.1685
H -0.074 -1.605 -1.106 -1.8626 -1.0441 -0.6753
H -0.714 -0.689 -2.325 0.0998 1.1053 -1.2571
H -1.558 1.755 2.463 1.2052 -0.9685 -1.1478
H -0.830 2.085 0.847 1.1156 -0.1415 1.4416
H 1.380 1.861 2.211 -2.2137 -2.3412 0.7152
H 0.518 0.511 3.327 -0.1965 0.3559 0.1663
H 0.970 0.169 1.674 0.2312 -0.1204 0.0670
O 3.726 2.364 0.518 2.8086 0.9246 1.4936
H 3.657 3.252 0.124 -0.0929 -0.4975 0.1227
H 4.618 2.455 1.056 -2.7403 -0.4243 -1.6021



Record 2
17
Properties=species:S:1:pos:R:3:forces:R:3 method="wB97M-V/def2-TZVPD" total_charge=0 spin_multiplicity=1 lumo_ev=1.0 energy_ha=-288.96317 gap_ev=9.027 smiles="C=C(N)CC.O" de_lowest_ev=1.465
C -1.347 0.387 -0.475 0.9261 -0.3794 0.9652
C -0.274 0.519 0.329 0.4036 0.0095 -0.2480
N 0.221 -0.566 1.058 -0.8470 0.6897 0.0338
C 0.478 1.814 0.506 -0.5005 0.0193 -0.7712
C 0.859 2.464 -0.827 0.0968 -0.0740 0.1091
H -1.402 1.011 -1.345 -0.8638 0.3157 0.0120
H -1.987 -0.446 -0.202 -0.1819 -0.1004 -0.9659
H 0.697 -0.327 1.915 -0.1803 -0.1399 0.1540
H -0.538 -1.226 1.160 0.4200 -0.5441 0.4008
H -0.255 2.463 0.992 0.4091 0.1063 0.3417
H 1.338 1.655 1.145 0.2257 0.1054 0.1048
H -0.020 2.872 -1.323 -0.0475 -0.0415 -0.0519
H 1.305 1.719 -1.479 0.1245 -0.0347 -0.1815
H 1.568 3.281 -0.705 0.0092 0.0324 0.1138
O -0.021 -3.833 -0.372 -0.1542 0.1238 -0.6224
H -0.484 -3.053 -0.705 0.0516 0.0889 0.2998
H 0.236 -4.252 -1.204 0.1086 -0.1768 0.3057



Record 3
15
Properties=species:S:1:pos:R:3:forces:R:3 method="wB97M-V/def2-TZVPD" total_charge=0 spin_multiplicity=1 lumo_ev=0.8 energy_ha=-341.96501 gap_ev=9.807 smiles=Cc1c[nH]cn1.O de_lowest_ev=1.051
C -1.392 0.661 1.161 -0.0600 0.1720 0.9499
C -0.510 -0.071 0.236 -0.8975 -1.3544 -0.7876
C -0.559 0.022 -1.118 -0.4819 0.3428 -0.7139
N 0.134 -1.036 -1.641 0.6958 0.3629 0.5737
C 0.656 -1.694 -0.558 0.1551 -0.3603 -1.0629
N 0.219 -1.215 0.557 0.2565 0.7482 1.0071
H -2.226 0.050 1.509 -0.0596 -0.1924 -0.2616
H -1.806 1.538 0.673 0.0471 0.1466 0.0530
H -0.894 0.945 2.088 0.2072 0.2474 -0.1117
H -1.097 0.679 -1.780 0.0367 0.1979 0.1634
H 0.494 -1.048 -2.580 -0.0050 -0.2573 -0.0212
H 1.396 -2.465 -0.694 -0.1816 -0.2444 0.1692
O 2.078 1.452 0.443 -0.3840 -0.4867 0.6045
H 1.410 0.756 0.293 0.3525 0.4044 -0.3115
H 2.098 1.426 1.412 0.3188 0.2734 -0.2504



Record 4
56
Properties=species:S:1:pos:R:3:forces:R:3 method="wB97M-V/def2-TZVPD" s2=0.90 total_charge=+2 spin_multiplicity=2 lumo_ev="-8.2 / -8.0" energy_ha=-3058.63528 gap_ev="6.507 / 6.661" de_lowest_ev=0.413
P -2.591 -0.261 1.544 -0.0934 1.2053 -1.7003
P -2.009 -0.440 -3.623 0.9931 -0.3795 -0.4373
C -2.835 0.167 -0.226 -1.1798 -1.4355 0.3947
C -2.507 -0.827 -1.373 -0.1557 -0.4718 1.2722
H -2.733 1.299 -0.442 0.1500 -0.4882 0.5720
H -3.923 0.159 -0.162 0.0547 0.3845 -0.5419
H -1.834 -1.669 -1.067 -0.3437 0.8556 -0.3067
H -3.474 -1.205 -1.734 0.5398 0.0557 -0.1468
C -1.450 1.335 -4.002 0.2629 0.2041 0.0985
H -0.382 1.487 -4.170 0.0912 0.0638 0.2566
H -1.873 2.163 -3.378 0.0889 0.0507 -0.7126
H -1.967 1.443 -4.968 0.1176 0.1101 0.2969
C -0.513 -1.369 -4.047 0.9162 0.6799 0.6818
H -0.508 -1.469 -5.150 -0.0489 -0.0532 0.5258
H -0.582 -2.357 -3.563 0.1644 0.2894 -0.3462
H 0.374 -0.804 -3.706 -0.0494 -0.7472 -0.3391
C -3.518 1.017 2.407 0.3037 0.1402 0.3538
H -3.000 1.152 3.367 -0.3567 0.1746 -0.0308
H -4.563 0.704 2.584 0.5444 0.1483 -0.1357
H -3.487 1.969 1.851 0.0215 -0.3420 0.2776
C -3.391 -1.815 1.882 0.2178 -0.4148 0.0506
H -3.239 -2.519 1.050 -0.0696 0.1108 0.3333
H -4.469 -1.676 2.096 0.6495 -0.0588 -0.1451
H -2.873 -2.196 2.775 -0.3360 -0.1702 -0.1456
V -1.455 0.967 -1.731 3.6790 0.9616 -0.1447
C -4.732 -0.444 -3.631 -1.1849 -0.3579 -1.2431
C -4.536 0.889 -3.636 -0.4690 -0.8783 -0.7118
C -5.607 1.880 -3.315 -0.1598 0.7212 0.1647
C -6.446 1.611 -2.038 -0.4032 0.4050 -0.4658
C -5.732 0.849 -0.973 -0.7254 -1.0913 0.6521
C -5.718 -0.501 -0.872 -0.8607 1.3639 0.5834
C -6.325 -1.434 -1.856 -0.0872 -0.6242 -0.1217
C -6.064 -1.102 -3.345 -0.5432 -0.1040 -0.0053
C -0.843 -0.183 1.788 0.5278 -0.3362 0.8940
H -4.005 -1.147 -4.094 -1.0674 0.8653 0.6800
H -3.675 1.338 -4.135 -0.4427 -0.3928 0.3306
H -6.297 1.970 -4.176 0.3324 -0.0185 0.3001
H -5.124 2.862 -3.211 -0.2078 -0.1323 -0.0728
H -6.733 2.589 -1.620 0.0485 -0.3671 -0.1714
H -7.398 1.125 -2.315 0.4859 0.0124 0.2204
H -5.357 1.474 -0.156 0.0023 -0.2762 -0.0662
H -5.437 -0.994 0.071 0.2351 0.3614 -0.3270
H -7.413 -1.492 -1.668 0.3510 -0.0305 -0.1466
H -5.934 -2.438 -1.641 -0.1538 0.1412 -0.0780
H -6.102 -2.057 -3.896 0.0390 0.4184 0.1518
H -6.915 -0.514 -3.726 0.4769 0.0006 0.0509
H -0.285 -0.794 1.057 -0.4089 0.1280 0.3963
H -0.649 -0.544 2.811 0.3655 0.2065 -0.3169
H -0.505 0.863 1.686 -0.1664 -0.3173 0.1307
F 1.881 1.039 0.847 -0.3105 0.0368 -2.1041
Te 1.741 1.237 -1.073 2.6946 0.3617 0.7023
F 3.115 2.575 -1.058 -1.9064 -1.7745 -0.0522
F 3.068 -0.164 -1.205 -1.9698 1.8477 0.1897
F 1.706 1.214 -2.986 -0.0663 -0.2195 1.3207
F 0.403 -0.302 -1.115 -0.0853 1.0331 -0.3055
O 0.237 2.321 -1.000 -0.5014 -1.8559 -0.5601



Record 5
79
Properties=species:S:1:pos:R:3:forces:R:3 method="wB97M-V/def2-TZVPD" s2=6.02 total_charge=+1 spin_multiplicity=5 lumo_ev="-2.6 / -4.3" energy_ha=-5448.36687 gap_ev="7.238 / 6.225" de_lowest_ev=0.530
Os -1.177 -0.917 1.436 1.1734 -0.2083 0.2496
Te 1.661 2.391 1.885 0.3424 0.0325 -0.5556
C 2.904 3.295 0.400 -0.2065 -0.0599 0.2861
C 2.972 4.678 0.321 -0.0546 -0.0130 0.0382
C 3.767 5.239 -0.671 -0.0155 -0.0921 0.0287
N 4.448 4.516 -1.552 0.1280 0.1414 -0.1553
C 4.384 3.193 -1.461 -0.0715 -0.0302 0.0913
C 3.635 2.531 -0.496 0.0141 -0.0755 0.0049
C 0.573 1.275 0.419 -0.3131 -0.2033 0.9127
P 0.785 -0.540 0.308 0.0969 0.3282 -0.7257
C 2.449 -1.017 0.843 -0.2055 -0.0232 0.2302
C 2.735 -0.973 2.209 -0.0047 -0.0786 -0.0854
C 4.022 -1.212 2.661 -0.0470 0.0235 0.0465
C 5.033 -1.493 1.754 0.0176 -0.0409 -0.0110
C 4.745 -1.587 0.400 0.0169 -0.0137 -0.0233
C 3.455 -1.364 -0.057 -0.0584 0.0018 0.0148
C 0.700 -0.957 -1.458 -0.0782 -0.0617 0.1237
C -0.208 -1.926 -1.874 0.0964 0.0466 0.1406
C -0.294 -2.274 -3.213 -0.0293 -0.0301 -0.0863
C 0.528 -1.650 -4.141 -0.0448 -0.0089 -0.0084
C 1.418 -0.665 -3.736 0.0208 0.0717 -0.0326
C 1.503 -0.313 -2.399 -0.1066 0.0725 0.0402
P -1.235 1.413 0.652 0.4576 0.4908 -1.4657
C -1.540 3.198 0.864 -0.1550 -0.2250 0.4297
C -0.797 4.106 0.109 -0.1082 -0.0708 -0.0635
C -0.987 5.464 0.279 0.0327 -0.0030 -0.0294
C -1.915 5.927 1.205 0.0013 -0.0223 -0.0047
C -2.658 5.027 1.951 -0.0483 0.1050 0.0378
C -2.472 3.662 1.784 0.0191 -0.1111 0.0098
C -1.983 1.067 -0.989 -0.0930 0.0314 0.1830
C -3.164 0.327 -1.029 0.0517 0.0501 0.0173
C -3.770 0.037 -2.243 -0.0717 -0.0446 -0.0238
C -3.200 0.487 -3.422 -0.0057 0.0127 -0.0456
C -2.032 1.239 -3.388 0.0719 -0.0008 -0.0120
C -1.425 1.530 -2.178 0.0641 -0.0651 0.0385
H 2.417 5.305 1.006 0.0029 0.0337 -0.0375
H 3.855 6.316 -0.767 -0.0262 -0.0078 0.0292
H 4.967 2.638 -2.189 -0.0210 -0.0364 0.0281
H 3.640 1.450 -0.436 0.0287 -0.0052 -0.0222
H 1.938 -0.774 2.914 0.0500 0.1137 0.0492
H 4.236 -1.174 3.721 -0.0001 0.0045 -0.0020
H 6.042 -1.661 2.104 -0.0043 -0.0086 0.0027
H 5.525 -1.840 -0.306 -0.0025 -0.0158 0.0127
H 3.233 -1.477 -1.108 0.0475 0.0406 -0.0266
H -0.844 -2.405 -1.137 -0.0045 -0.0636 -0.0743
H -1.000 -3.027 -3.538 -0.0008 -0.0048 0.0354
H 0.467 -1.925 -5.186 -0.0075 0.0067 0.0047
H 2.038 -0.162 -4.467 0.0162 -0.0107 0.0169
H 2.175 0.477 -2.085 0.0290 0.0087 -0.0253
H -0.066 3.750 -0.606 0.0727 0.0154 -0.0010
H -0.400 6.162 -0.304 -0.0309 0.0104 -0.0069
H -2.053 6.991 1.343 -0.0107 -0.0055 0.0048
H -3.378 5.391 2.673 -0.0062 -0.0301 -0.0044
H -3.047 2.961 2.377 0.0233 -0.0006 0.0147
H -3.632 0.011 -0.103 0.0323 0.0048 -0.0481
H -4.693 -0.528 -2.269 0.0179 -0.0071 0.0122
H -3.669 0.263 -4.371 -0.0026 0.0011 0.0115
H -1.590 1.602 -4.306 -0.0101 -0.0220 -0.0084
H -0.506 2.099 -2.156 0.0346 0.0232 -0.0302
Cl -3.130 -1.286 2.755 -0.6976 -0.5813 0.9622
C -4.786 -1.011 2.155 -0.2320 0.4879 -0.2766
Cl -5.182 0.711 2.127 0.0087 -0.2007 -0.0059
H -5.452 -1.525 2.837 0.0706 -0.0006 0.0793
H -4.864 -1.409 1.149 0.0857 -0.0613 0.0130
C -1.370 -5.547 3.127 0.0981 0.2289 -0.1141
Ge -0.948 -4.329 1.638 -0.2799 -0.3278 -0.3231
C -2.619 -4.066 0.581 0.3190 -0.0818 0.1400
C 0.463 -5.157 0.526 -0.2271 0.2200 0.1867
C -0.330 -2.567 2.215 -0.1054 0.2795 -0.1928
H -1.638 -6.516 2.706 -0.0095 0.0014 -0.0038
H -2.211 -5.179 3.714 0.0098 0.0221 -0.0007
H -0.515 -5.683 3.787 0.0066 0.0165 -0.0090
H -2.710 -4.816 -0.205 0.0107 -0.0006 -0.0031
H -2.627 -3.078 0.112 -0.0720 -0.0184 -0.0566
H -3.491 -4.152 1.231 -0.0067 0.0368 0.0126
H 0.281 -6.228 0.436 -0.0119 -0.0027 -0.0340
H 1.436 -5.009 0.996 0.0043 -0.0137 -0.0022
H 0.491 -4.715 -0.471 0.0048 -0.0024 -0.0004
H 0.687 -2.596 2.606 -0.0914 0.0274 0.0981